No. 1
This record from the Open Molecules 2025 dataset describes a cluster of 3 separate species, C4H10N2O2 in total in a non-equilibrium geometry. The level of theory is the ωB97M-V functional and the def2-TZVPD basis.

Each line ends with the Löwdin charge.
Positions of all 18 atoms, in Å:
C: -0.5363 -1.4012 1.6235  -0.05
C: -0.3762 -1.1663 0.1668  -0.25
C: -0.4513 -1.8371 -1.0687  -0.04
N: -0.2442 -0.8767 -2.0276  0.05
C: -0.1853 0.3390 -1.4416  -0.15
N: -0.2155 0.1918 -0.1543  0.05
H: -1.5961 -1.4355 1.8602  0.08
H: -0.0339 -2.3153 1.9337  0.07
H: -0.0317 -0.6293 2.2552  0.09
H: -0.5013 -2.8841 -1.2968  0.11
H: 0.0035 -1.1682 -2.9568  0.15
H: -0.0537 1.2252 -2.0384  0.13
O: -0.2912 1.7421 1.7910  -0.23
H: -0.2800 1.2081 0.7954  0.00
H: -1.1608 1.5992 2.1839  -0.01
O: 1.8847 2.5766 -0.9444  -0.07
H: 1.3851 2.6534 -0.1160  0.03
H: 2.6842 2.1782 -0.5650  0.05

Atoms 1-3, force components in eV/Å:
0.7 -0.6 0.7
0.0 1.6 -2.0
0.8 0.7 2.6

Computed properties:
Spin multiplicity = 1
E = -418.387846 a.u.
Lowest unoccupied orbital energy = 0.023 hartree
Orbital gap = 0.359 Eh



No. 2
This record from the Open Molecules 2025 dataset describes the molecule C4H10ClN in a non-equilibrium geometry. The level of theory is the ωB97M-V functional and the def2-TZVPD basis.

Each line ends with the Löwdin charge.
Positions of all 16 atoms, in Å:
C: -2.6483 -0.6980 -0.1921  -0.18
N: -1.5353 0.1604 -0.5434  -0.14
C: -0.8381 0.2953 0.7589  -0.29
C: 0.2816 1.3139 0.3545  -0.34
C: 1.3132 0.8771 -0.6263  -0.39
Cl: 1.8118 -0.9207 0.0946  0.42
H: -3.1914 -1.5072 -1.0899  0.16
H: -3.2429 -0.4388 0.6448  0.03
H: -2.0286 -1.4331 0.3765  0.06
H: -1.7147 1.0376 -0.8738  0.05
H: -0.2254 -0.5722 0.9871  0.01
H: -1.7779 0.4263 1.5987  0.17
H: -0.3903 2.1768 0.1533  0.10
H: 0.7892 2.0160 1.2211  0.16
H: 2.1446 1.5822 -0.9846  0.11
H: 0.9344 0.5124 -1.6087  0.06

Atoms 1-3, force components in eV/Å:
1.0 -4.9 -2.5
0.3 -3.3 1.9
-0.3 0.7 -0.3

Computed properties:
Spin multiplicity = 1
E = -673.202020 a.u.
Lowest unoccupied orbital energy = 0.027 hartree
Orbital gap = 0.366 Eh



No. 3
This record from the Open Molecules 2025 dataset describes a structure of composition C23H24CoN5O4 in a non-equilibrium geometry. The level of theory is the ωB97M-V functional and the def2-TZVPD basis.

Each line ends with the Löwdin charge.
Positions of all 57 atoms, in Å:
Co: 0.1767 0.4746 0.4138  0.86
C: 1.1158 -1.6575 4.0045  -0.10
O: 1.0924 -2.9872 3.5469  -0.08
C: 0.4119 -3.3086 2.3954  -0.19
C: 0.2262 -4.6623 2.2088  -0.02
C: -0.4196 -5.1634 1.0812  -0.10
C: -0.8415 -4.2933 0.1083  -0.07
C: -0.6616 -2.9089 0.2438  -0.14
C: -1.0567 -2.0690 -0.8331  -0.06
N: -0.8910 -0.7889 -0.9163  -0.06
N: -1.3340 -0.1902 -2.0291  0.05
C: -1.2552 1.1268 -1.9975  -0.46
O: -0.7876 1.7575 -1.0079  -0.10
C: -1.7656 1.8525 -3.1806  -0.15
C: -1.8158 3.2436 -3.1555  -0.03
C: -2.2605 3.9458 -4.2589  -0.09
C: -2.6579 3.2645 -5.3981  -0.10
C: -2.6323 1.8778 -5.4201  -0.09
C: -2.1922 1.1705 -4.3172  -0.03
C: -0.0782 -2.3593 1.4346  -0.28
O: -0.0528 -1.0978 1.6525  -0.14
H: 1.6556 -1.0078 3.3124  0.07
H: 1.6353 -1.6839 4.9646  0.09
H: 0.1023 -1.2735 4.1443  0.09
H: 0.5910 -5.3244 2.9792  0.12
H: -0.5794 -6.2256 0.9849  0.10
H: -1.3195 -4.6627 -0.7865  0.10
H: -1.5525 -2.5574 -1.6745  0.13
H: -1.4943 3.7515 -2.2593  0.11
H: -2.2989 5.0257 -4.2273  0.10
H: -2.9909 3.8187 -6.2643  0.10
H: -2.9636 1.3520 -6.3033  0.10
H: -2.1647 0.0924 -4.3174  0.10
N: 4.1012 -1.2714 0.3338  0.18
C: 3.0297 -0.4624 0.2201  -0.53
O: 1.9879 -0.8581 -0.2812  0.03
C: 3.1856 0.9391 0.7680  -0.19
C: 1.9308 1.7420 0.4571  -0.13
H: 4.0457 -2.2169 -0.0071  0.12
H: 4.9641 -0.9419 0.7250  0.11
H: 4.0922 1.3849 0.3318  0.12
H: 3.3470 0.8598 1.8492  0.11
H: 1.9749 2.1374 -0.5599  0.06
H: 1.8254 2.5699 1.1570  0.05
N: -2.7297 3.9635 4.8702  0.13
C: -2.0968 3.2220 3.9229  -0.32
C: -2.6702 2.9874 2.6680  0.00
C: -2.0013 2.2067 1.7504  -0.10
N: -0.8181 1.6446 1.9894  0.00
C: -0.2727 1.8514 3.1864  -0.12
C: -0.8593 2.6172 4.1690  -0.01
H: -3.5048 4.5416 4.5989  0.10
H: -2.2259 4.2369 5.6946  0.10
H: -3.6301 3.4154 2.4250  0.11
H: -2.4196 2.0442 0.7669  0.11
H: 0.6870 1.3865 3.3608  0.11
H: -0.3704 2.7569 5.1203  0.11

Atoms 1-3, force components in eV/Å:
-0.7 -0.4 -0.2
0.0 0.3 0.3
0.0 -0.2 -0.3

Computed properties:
Spin multiplicity = 5
E = -2848.339131 a.u.
Expectation value of S² = 6.0136
Lowest unoccupied orbital energy (alpha / beta) = 0.018 / -0.044 hartree
Orbital gap (alpha / beta) = 0.266 / 0.204 Eh